Entry 1:
Formula: C9H11F6N5O5S2
Source: OMol25
Level of theory: wB97M-V/def2-TZVPD

Results
HOMO in Ha: -0.3508
E_LUMO in Ha: -0.1430
Gap between HOMO and LUMO in eV: 5.654

Atoms and positions in Å:
C1 -2.680 2.632 -5.111
C2 -1.780 1.493 -4.686
C3 -0.813 1.739 -3.345
C4 -1.034 0.580 -2.200
C5 0.469 0.294 -1.610
N1 0.684 1.216 -0.430
O1 1.096 2.473 -0.671
C6 2.326 2.508 -1.487
N2 3.147 2.461 -2.517
C7 -0.775 1.516 -0.025
N3 -0.879 2.336 1.074
N4 -1.809 0.897 -0.939
H1 -2.751 3.580 -4.397
H2 -3.268 2.643 -6.144
H3 -1.756 0.500 -5.308
H4 -1.040 2.792 -2.876
H5 0.343 1.693 -3.636
H6 -1.608 -0.380 -2.595
H7 0.309 -0.753 -1.060
H8 1.353 0.034 -2.331
H9 -0.990 1.977 2.060
H10 -0.930 3.371 0.888
H11 -2.182 0.031 -0.448
C8 -0.386 -4.370 2.252
F1 -1.343 -4.823 1.392
F2 -0.770 -4.776 3.500
F3 0.749 -5.076 1.967
S1 -0.127 -2.568 2.156
O2 -1.425 -1.992 2.519
O3 0.281 -2.331 0.769
N5 1.014 -2.476 3.253
S2 1.540 -0.991 3.445
O4 0.608 -0.046 4.068
O5 2.332 -0.436 2.345
C9 2.761 -1.352 4.750
F4 3.716 -2.240 4.338
F5 2.190 -1.911 5.859
F6 3.430 -0.244 5.182

natural (NBO) population analysis, charges in e, atoms 1 to 2: C -0.40; C -0.22

---

Entry 2:
Formula: C3H12N2O
Source: OMol25
Level of theory: wB97M-V/def2-TZVPD

Results
SMILES string: NCCCN.O
HOMO in Ha: -0.3312
E_LUMO in Ha: 0.0423
Gap between HOMO and LUMO in eV: 10.164

Atoms and positions in Å:
N1 -1.717 0.961 -1.545
C1 -0.976 -0.316 -1.562
C2 0.269 -0.232 -0.697
C3 1.046 -1.545 -0.673
N2 1.967 -1.625 0.493
H1 -2.674 0.804 -1.833
H2 -1.308 1.522 -2.286
H3 -0.582 -0.565 -2.563
H4 -1.639 -1.145 -1.319
H5 0.975 0.569 -0.909
H6 -0.021 -0.002 0.335
H7 1.702 -1.613 -1.544
H8 0.368 -2.401 -0.727
H9 1.805 -2.426 1.086
H10 2.904 -1.706 0.132
H11 -0.232 3.122 5.134
H12 -1.126 3.725 4.112
O1 -0.761 2.873 4.366

natural (NBO) population analysis, charges in e, atoms 1 to 2: N -0.82; C -0.22

---

Entry 3:
Formula: C8H16N2O2S
Source: OMol25
Level of theory: wB97M-V/def2-TZVPD

Results
HOMO in Ha: -0.3180
E_LUMO in Ha: 0.0249
Gap between HOMO and LUMO in eV: 9.333

Atoms and positions in Å:
C1 2.216 1.059 0.644
C2 1.860 -1.232 -0.136
C3 1.273 0.618 -1.616
C4 0.824 0.869 1.281
C5 0.370 -1.216 0.272
C6 2.280 0.160 -0.638
C7 -0.048 0.816 -0.806
C8 -0.971 1.775 -1.091
N1 -0.094 0.144 0.364
N2 -2.837 -1.108 1.453
O1 -4.323 -0.317 -0.264
O2 -2.273 -1.838 -0.872
S1 -2.687 -0.575 -0.231
H1 2.275 2.158 0.252
H2 2.991 0.906 1.421
H3 2.487 -1.523 0.683
H4 2.375 -1.987 -0.847
H5 1.468 1.561 -2.141
H6 1.002 -0.133 -2.336
H7 0.767 0.275 2.176
H8 0.375 1.771 1.517
H9 -0.357 -1.722 -0.588
H10 0.120 -1.835 1.140
H11 3.387 0.251 -0.912
H12 -4.743 -0.984 0.324
H13 -0.848 2.223 -2.087
H14 -1.934 1.954 -0.672
H15 -2.812 -0.278 2.027
H16 -2.144 -1.794 1.683

natural (NBO) population analysis, charges in e, atoms 1 to 2: C -0.42; C -0.45

---

Entry 4:
Formula: C33H32As2Cl2N4O10Zr
Source: OMol25
Level of theory: wB97M-V/def2-TZVPD

Results
HOMO in Ha: -0.4853
E_LUMO in Ha: -0.2568
Total charge: +2
Gap between HOMO and LUMO in eV: 6.220

Atoms and positions in Å:
Zr1 1.392 0.462 0.510
O1 4.387 -0.936 -2.066
C1 3.743 -0.436 -1.193
N1 2.450 -0.774 -0.791
C2 2.116 -2.173 -0.714
C3 2.543 -3.146 -1.600
C4 2.309 -4.482 -1.308
C5 1.659 -4.836 -0.140
C6 1.255 -3.866 0.772
C7 1.494 -2.527 0.484
N2 1.304 -1.409 1.383
C8 0.943 -1.555 2.706
O2 0.540 -2.542 3.260
C9 1.049 -0.273 3.505
C10 0.789 -0.325 4.854
C11 0.808 0.846 5.594
C12 1.066 2.037 4.937
C13 1.328 2.006 3.588
N3 1.348 0.875 2.864
C14 4.374 0.592 -0.275
C15 5.704 0.886 -0.395
C16 6.311 1.658 0.587
C17 5.553 2.093 1.660
C18 4.213 1.780 1.697
N4 3.614 1.055 0.741
H1 3.075 -2.861 -2.496
H2 2.655 -5.249 -1.995
H3 1.482 -5.879 0.088
H4 0.804 -4.149 1.705
H5 0.573 -1.289 5.291
H6 0.621 0.831 6.662
H7 1.072 2.986 5.458
H8 1.554 2.927 3.075
H9 6.242 0.482 -1.242
H10 7.367 1.897 0.526
H11 5.990 2.668 2.468
H12 3.595 2.121 2.509
Cl1 2.230 2.199 -1.791
C19 1.884 3.671 -0.870
Cl2 1.043 3.161 0.643
H13 1.205 4.288 -1.424
H14 2.805 4.156 -0.595
C20 -0.246 -3.162 -3.825
O3 -0.527 -2.025 -2.954
C21 -1.731 -2.062 -2.381
O4 -2.469 -3.003 -2.457
C22 -2.080 -0.762 -1.699
C23 -3.379 -0.555 -1.462
As1 -4.382 0.965 -0.562
C24 -4.632 1.992 -2.202
C25 -2.539 1.449 0.034
C26 -1.682 1.935 -0.846
As2 -0.514 0.498 -1.592
C27 -0.605 1.004 -3.449
C28 -1.588 3.344 -1.400
O5 -0.694 3.615 -2.156
O6 -2.239 4.368 -0.848
C29 -3.198 4.338 0.239
C30 -1.959 0.443 0.999
O7 -0.763 0.442 1.302
O8 -2.814 -0.312 1.593
C31 -2.372 -1.283 2.596
C32 -4.426 -1.430 -2.154
O9 -4.718 -1.115 -3.274
O10 -5.102 -2.341 -1.467
C33 -4.606 -2.749 -0.175
H15 -1.035 -3.253 -4.562
H16 -0.185 -4.070 -3.239
H17 0.702 -2.943 -4.296
H18 -4.949 1.279 -2.963
H19 -3.741 2.504 -2.550
H20 -5.431 2.706 -2.037
H21 -1.589 1.422 -3.609
H22 -0.485 0.091 -4.021
H23 0.158 1.723 -3.697
H24 -3.334 5.372 0.529
H25 -2.823 3.769 1.082
H26 -4.146 3.940 -0.089
H27 -3.281 -1.691 3.017
H28 -1.791 -0.784 3.361
H29 -1.787 -2.059 2.121
H30 -5.415 -3.287 0.296
H31 -4.348 -1.885 0.432
H32 -3.746 -3.399 -0.305

Mulliken population analysis, charges in e, atoms 1 to 2: Zr -1.82; O -0.63